Below is a molecular structure, C33H32F3GaGeN6O at a distorted geometry, with properties calculated with ωB97M-V/def2-TZVPD.

## Properties
HOMO (alpha / beta) = -0.3105 / -0.2249 hartree
E = -5981.6800 Eh
HOMO-LUMO gap (alpha / beta) = 7.389 / 5.133 eV
LUMO energy (alpha / beta) = -1.061 / -0.986 eV

```
! wB97M-V def2-TZVPD RIJCOSX def2/J DEFGRID3
* xyz 0 1
Ga -0.88068 0.19641 0.04547
C -0.31824 0.13575 -4.55853
C -0.95320 -0.07299 -3.37464
N -0.30389 0.25283 -2.22075
C 0.92908 0.69439 -2.31379
C 1.48384 0.94639 -3.56000
N 0.86505 0.74908 -4.70755
C 1.65565 0.98393 -1.07877
C 2.97483 1.39373 -1.02547
C 3.66919 1.63727 0.21995
C 2.91232 1.62487 1.37798
C 1.54799 1.25917 1.29195
N 0.92033 0.93446 0.08149
C 0.73348 1.06584 2.45957
C 1.02233 1.45293 3.79585
N 0.13275 1.47993 4.76208
C -1.11135 1.05015 4.45888
C -1.42429 0.62485 3.16416
N -0.51477 0.66581 2.15644
C 5.08640 2.04610 0.11551
C 6.01021 1.46354 -0.73779
C 7.23320 2.08603 -0.86874
N 7.59888 3.21327 -0.29154
C 6.68963 3.72919 0.54102
C 5.48241 3.14126 0.82786
H -0.96767 0.06273 -5.41208
H -1.99087 -0.46253 -3.29835
H 2.35412 1.50640 -3.57007
H 3.59211 1.55149 -1.89054
H 3.42032 1.75241 2.34946
H 2.05406 1.84802 4.07349
H -1.88290 1.13959 5.19525
H -2.37856 0.28519 2.87645
H 5.80774 0.62410 -1.35905
H 7.99880 1.61207 -1.47151
H 6.99129 4.63443 1.02393
H 4.81126 3.68137 1.47594
C -4.31593 -0.69551 -1.96222
Ge -4.21014 0.44941 -0.37675
C -5.61777 1.87246 -0.69268
C -4.64153 -0.61958 1.24628
C -2.49229 1.16236 -0.06815
H -5.27487 -1.20034 -2.02531
H -3.54944 -1.54028 -1.85375
H -4.12067 -0.15488 -2.90191
H -6.58047 1.33848 -0.90262
H -5.39783 2.42959 -1.63423
H -5.67839 2.52187 0.19199
H -5.65339 -0.98579 1.20307
H -4.47082 -0.10605 2.18432
H -3.89647 -1.45558 1.23300
H -2.55396 2.18106 0.40098
C -0.99406 4.72036 1.15111
C -0.22660 4.96338 -0.14312
O -0.27374 3.91906 -1.11440
H -1.03736 5.64568 1.72798
H -0.57165 3.91902 1.81454
H -2.00331 4.45194 0.85101
H 0.84228 5.17057 0.09020
H -0.66202 5.87414 -0.63221
H -0.11482 3.07454 -0.70948
F -0.58477 -9.23586 1.21390
C -0.25305 -8.60002 0.07512
F -1.03828 -9.10642 -0.86661
F 1.01718 -8.97205 -0.16068
C -0.34575 -7.09655 0.14207
C -1.22594 -6.53537 1.06753
C -1.33053 -5.16225 1.13565
C -0.65459 -4.36061 0.21724
C 0.20026 -4.93238 -0.71371
C 0.35963 -6.33375 -0.74659
C -0.91286 -2.97122 0.09996
C -0.96372 -1.74501 0.13019
H -1.74125 -7.09443 1.80465
H -1.95914 -4.65979 1.89869
H 0.69984 -4.32805 -1.44316
H 0.97738 -6.79162 -1.48547
*
```

Computed Mulliken charges, given in elementary charges: Ga -0.275; C -0.567; C -0.070; N -0.012; C 0.768; C -0.338; N -0.619; C 0.119; C -0.963; C 0.253; C -0.865; C 1.083; N -0.021; C 0.165; C -0.549; N -0.598; C -0.481; C 0.112; N -0.026; C 0.331; C -0.541; C -0.284; N -0.625; C -0.470; C -0.599; H 0.403; H 0.109; H 0.540; H 0.636; H 0.493; H 0.231; H 0.408; H 0.125; H 0.536; H 0.379; H 0.398; H 0.410; C -1.129; Ge 0.782; C -1.216; C -1.148; C -0.068; H 0.463; H 0.272; H 0.312; H 0.349; H 0.343; H 0.342; H 0.422; H 0.317; H 0.263; H 0.198; C -0.792; C -0.264; O -0.591; H 0.427; H 0.115; H 0.166; H 0.229; H 0.321; H 0.186; F -0.278; C 0.920; F -0.243; F -0.270; C 0.152; C -0.707; C -0.623; C 0.234; C -0.432; C -0.740; C 0.782; C -0.472; H 0.442; H 0.391; H 0.516; H 0.433

Below is 11 unconnected molecules or ions with the total composition C30H74FO11PS11 at a distorted geometry, with properties calculated with ωB97M-V/def2-TZVPD.

## Properties
HOMO = -0.2817 hartree
E = -6835.6788 Eh
HOMO-LUMO gap = 8.054 eV
LUMO energy = 0.388 eV

```
! wB97M-V def2-TZVPD RIJCOSX def2/J DEFGRID3
* xyz 0 1
C -6.78775 -0.75625 -0.25114
C -5.39048 -1.04296 -1.05880
F -5.17134 0.16198 -1.94355
C -5.41233 -2.34324 -2.05485
P -6.32200 -3.87769 -1.37631
S -5.94541 -5.43930 -2.86114
C -5.47741 -4.56022 0.23261
O -4.96147 -3.50607 1.11726
C -3.51321 -3.30574 0.97972
C -2.58555 -3.65132 -0.32546
C -0.96838 -3.34022 -0.34401
C -0.24558 -2.66330 0.96981
C -1.11580 -2.29266 2.32430
C -2.72609 -2.64028 2.29029
H -7.67768 -1.46359 -0.53096
H -7.14443 0.36083 -0.47534
H -6.53528 -0.75474 0.91593
H -4.50306 -1.02728 -0.29101
H -4.29549 -2.62708 -2.28233
H -5.89029 -2.01945 -3.09996
H -4.56004 -5.36478 -3.21745
H -4.71685 -5.42108 -0.01231
H -6.36762 -5.08403 0.83144
H -3.11436 -4.14340 -1.24988
H -0.37204 -3.64912 -1.32864
H 0.92008 -2.42563 0.99183
H -0.68446 -1.80741 3.29931
H -3.34965 -2.38480 3.26902
C 4.51507 -4.38251 2.83021
S 3.31211 -3.10334 2.39488
O 3.24545 -3.03757 0.89764
C 4.31468 -1.70633 2.95640
H 4.11313 -5.35338 2.53100
H 5.45699 -4.20411 2.30623
H 4.67935 -4.37726 3.91046
H 5.26927 -1.69293 2.42452
H 4.48569 -1.78869 4.03226
H 3.77107 -0.78200 2.74684
C 9.06756 -1.26551 1.69676
S 8.53568 -2.84129 2.40878
O 7.06590 -2.73597 2.69012
C 9.40624 -2.63812 3.98134
H 8.60725 -1.15653 0.71192
H 8.75038 -0.43944 2.33752
H 10.15495 -1.26147 1.58940
H 9.06811 -1.72711 4.48139
H 10.48231 -2.58895 3.79930
H 9.18610 -3.50100 4.61442
C 10.06669 -5.53204 -2.17854
S 9.05803 -4.83672 -0.84736
O 9.89099 -3.80898 -0.13996
C 9.04844 -6.32764 0.17692
H 10.23700 -4.75485 -2.92731
H 11.02744 -5.86948 -1.78272
H 9.53619 -6.36820 -2.64045
H 10.07228 -6.61616 0.42758
H 8.55156 -7.13769 -0.36198
H 8.49766 -6.11423 1.09611
C -8.96514 -1.00716 -4.93753
S -8.53663 -1.54291 -3.26352
O -8.78503 -3.02029 -3.18524
C -9.91994 -0.71474 -2.44336
H -8.24703 -1.44307 -5.63608
H -9.97107 -1.34805 -5.19342
H -8.91120 0.08254 -4.99755
H -10.86731 -1.07373 -2.85317
H -9.83496 0.36515 -2.58511
H -9.87817 -0.94324 -1.37572
C 8.77964 3.52115 -0.22202
S 9.20815 2.98541 1.45198
O 8.95974 1.50802 1.53026
C 7.82483 3.81357 2.27215
H 9.49775 3.08524 -0.92058
H 7.77371 3.18027 -0.47791
H 8.83357 4.61086 -0.28205
H 6.87747 3.45459 1.86233
H 7.90982 4.89347 2.13039
H 7.86661 3.58507 3.33978
C 11.29307 -6.95856 3.88874
S 10.14570 -8.35724 3.87669
O 9.08548 -8.06223 2.85718
C 9.43685 -8.03040 5.50851
H 11.82714 -6.93938 2.93581
H 10.74182 -6.02355 4.01313
H 12.01148 -7.08218 4.70272
H 8.99994 -7.02899 5.53307
H 10.21583 -8.11871 6.26934
H 8.65659 -8.77012 5.70295
C 11.23551 4.42116 4.93097
S 10.03254 5.70034 4.49563
O 9.96589 5.76610 2.99840
C 11.03512 7.09735 5.05716
H 10.83357 3.45029 4.63175
H 12.17742 4.59956 4.40699
H 11.39979 4.42641 6.01122
H 11.98971 7.11074 4.52528
H 11.20613 7.01498 6.13301
H 10.49151 8.02167 4.84760
C -9.04634 4.24196 -7.94962
S -8.46220 2.58589 -7.51469
O -9.54194 1.92326 -6.71122
C -7.18467 3.13692 -6.35867
H -9.88359 4.14341 -8.64458
H -9.38105 4.76815 -7.05259
H -8.23983 4.79879 -8.43279
H -7.63428 3.73147 -5.55949
H -6.43932 3.72997 -6.89368
H -6.70335 2.25614 -5.92698
C -10.70744 7.55506 -3.37952
S -10.21600 6.43988 -4.71661
O -9.27450 7.19313 -5.60917
C -11.82969 6.40622 -5.53330
H -9.83432 7.75178 -2.75291
H -11.07470 8.49688 -3.79386
H -11.48552 7.08145 -2.77599
H -12.12789 7.41919 -5.81491
H -12.57098 5.97050 -4.85941
H -11.75166 5.78940 -6.43177
C -11.15805 7.73469 1.35467
S -12.02480 6.40903 0.48042
O -11.69671 6.54037 -0.97752
C -13.68671 7.07962 0.72632
H -10.08380 7.54393 1.29736
H -11.37965 8.69756 0.88846
H -11.46747 7.74468 2.40258
H -13.75243 8.08321 0.29876
H -13.91332 7.11127 1.79456
H -14.40331 6.42517 0.22435
*
```

Mulliken population analysis, charges in e, atoms 1 to 99: C -0.803; C 0.649; F -0.390; C -0.961; P 0.254; S -0.326; C -0.472; O -0.378; C 0.318; C 0.125; C -0.646; C -0.206; C -0.294; C -0.405; H 0.050; H 0.280; H 0.267; H 0.091; H 0.409; H 0.382; H 0.134; H 0.378; H 0.326; H 0.176; H 0.273; H 0.244; H 0.287; H 0.244; C -0.763; S 0.524; O -0.642; C -0.709; H 0.361; H 0.095; H 0.345; H 0.106; H 0.351; H 0.341; C -1.238; S 0.699; O -0.626; C -1.148; H 0.341; H 0.475; H 0.434; H 0.377; H 0.383; H 0.275; C -1.023; S 0.533; O -0.594; C -0.828; H 0.332; H 0.300; H 0.377; H 0.215; H 0.445; H 0.247; C -1.063; S 0.810; O -0.661; C -1.193; H 0.340; H 0.357; H 0.285; H 0.426; H 0.364; H 0.335; C -0.991; S 0.502; O -0.565; C -1.030; H 0.321; H 0.312; H 0.358; H 0.408; H 0.379; H 0.259; C -0.649; S 0.451; O -0.557; C -0.850; H 0.303; H 0.028; H 0.395; H 0.216; H 0.365; H 0.316; C -0.919; S 0.534; O -0.578; C -1.006; H 0.270; H 0.303; H 0.406; H 0.303; H 0.386; H 0.327; C -0.436

Below is a molecular structure, C9H15ClCrF9NO15S3 at a distorted geometry, with properties calculated with ωB97M-V/def2-TZVPD.

## Properties
HOMO (alpha / beta) = -0.3688 / -0.3688 hartree
E = -5132.8882 Eh
HOMO-LUMO gap (alpha / beta) = 6.772 / 4.296 eV
LUMO energy (alpha / beta) = -3.264 / -5.741 eV

```
! wB97M-V def2-TZVPD RIJCOSX def2/J DEFGRID3
* xyz 0 5
Cr 0.46611 -0.28091 0.13628
C -1.50093 2.91329 -2.50329
F -2.47801 3.28647 -3.27296
F -0.42437 2.90053 -3.28992
F -1.36486 3.72531 -1.47119
S -1.94389 1.09251 -1.90905
O -0.93786 0.84128 -0.89114
O -3.33038 1.05357 -1.42649
O -1.63757 0.32624 -3.11727
C -2.32502 -2.93836 2.82310
F -3.10275 -1.85012 2.86251
F -2.52679 -3.71431 3.92330
F -2.60535 -3.67009 1.72709
S -0.49126 -2.41373 2.71349
O -0.27650 -1.62324 3.90538
O 0.35475 -3.64198 2.60997
O -0.29596 -1.51445 1.53872
C -2.36260 2.38474 1.95810
F -2.11994 3.16508 0.88327
F -3.02997 2.97102 2.97268
F -3.01355 1.30640 1.46608
S -0.68909 1.85171 2.63113
O -0.91023 0.98416 3.82511
O -0.07540 1.12578 1.53281
O -0.01754 3.07009 3.00474
Cl 3.40391 0.53992 2.13521
O 4.11419 -0.49608 2.87748
O 4.19661 1.01001 1.10375
O 2.28433 -0.13583 1.58391
O 2.98337 1.64627 2.98540
C -2.26186 -2.06100 -0.69523
O -0.93082 -1.67922 -1.01599
C -0.28790 -2.54524 -1.88945
C 1.01603 -1.82707 -2.31676
N 1.66892 -1.46011 -1.04898
C 2.74535 -0.63888 -1.65907
C 2.42012 0.87618 -1.80183
O 1.53641 1.27424 -0.70459
C 1.52315 2.66875 -0.46985
H -2.89856 -1.85383 -1.55534
H -2.49308 -1.45823 0.18302
H -2.28413 -3.12948 -0.48086
H -0.87999 -2.89865 -2.73361
H -0.00615 -3.42814 -1.31569
H 0.77893 -1.03735 -3.02966
H 1.63878 -2.48989 -2.91755
H 2.04739 -2.37620 -0.85495
H 3.16702 -1.09253 -2.55600
H 3.59934 -0.61689 -0.98208
H 1.83342 1.07533 -2.69860
H 3.33050 1.47318 -1.74805
H 2.30822 2.95956 0.22816
H 0.58927 2.94634 0.01894
H 1.49616 3.40388 -1.27418
*
```

Computed natural (NBO) charges, given in elementary charges: Cr 1.608; C 0.762; F -0.300; F -0.322; F -0.313; S 2.307; O -1.015; O -0.910; O -0.973; C 0.766; F -0.302; F -0.295; F -0.319; S 2.281; O -0.863; O -0.883; O -1.005; C 0.761; F -0.294; F -0.284; F -0.292; S 2.279; O -0.495; O -0.907; O -0.731; Cl 2.598; O -0.815; O -0.866; O -0.904; O -0.822; C -0.243; O -0.560; C -0.066; C -0.259; N -0.619; C -0.271; C -0.062; O -0.550; C -0.283; H 0.211; H 0.206; H 0.192; H 0.213; H 0.170; H 0.246; H 0.217; H 0.428; H 0.228; H 0.251; H 0.201; H 0.238; H 0.226; H 0.218; H 0.217

Below is 14 unconnected molecules or ions with the total composition C29H50FN15Si at a distorted geometry, with properties calculated with ωB97M-V/def2-TZVPD.

## Properties
HOMO = -0.3465 hartree
E = -2345.7008 Eh
HOMO-LUMO gap = 9.416 eV
LUMO energy = -0.011 eV

```
! wB97M-V def2-TZVPD RIJCOSX def2/J DEFGRID3
* xyz 0 1
C 3.00588 3.26186 3.39838
C 2.58368 1.79863 3.50107
N 1.17377 1.58754 3.92419
Si 0.02282 1.64927 2.64065
F 0.10684 0.25455 1.86287
C -1.70236 1.91718 3.33744
N -2.19424 3.22600 2.89850
H 4.07641 3.34868 3.56433
H 2.79240 3.65221 2.40282
H 2.46221 3.87346 4.11590
H 2.70982 1.31541 2.53120
H 3.23372 1.27850 4.20263
H 0.94750 2.24585 4.66110
H 0.29816 2.70225 1.64319
H -2.34302 1.13969 2.91676
H -1.67776 1.77605 4.42223
H -3.09200 3.43807 3.31542
H -1.54066 3.96190 3.12151
C -2.65750 0.62706 0.03127
C -3.78387 0.34178 -0.84099
N -4.67091 0.11540 -1.53838
H -1.76308 0.79115 -0.56225
H -2.85425 1.52696 0.61516
H -2.48805 -0.21087 0.70589
C -5.83019 -0.92371 -4.67563
C -5.62508 -0.53600 -6.05861
N -5.42983 -0.12730 -7.11759
H -6.32184 -1.89338 -4.60677
H -4.87061 -0.96884 -4.16367
H -6.44709 -0.16448 -4.19810
C 5.29536 0.02448 6.80683
C 5.60796 1.15636 5.95063
N 5.85579 2.04988 5.26818
H 4.38200 -0.45419 6.45974
H 6.10284 -0.69963 6.75756
H 5.15900 0.36242 7.83295
C -8.40018 -1.03898 -1.37556
C -8.61357 -2.04507 -2.40389
N -8.77543 -2.81367 -3.24610
H -8.69616 -0.06600 -1.76079
H -8.98692 -1.27845 -0.49093
H -7.34459 -1.00382 -1.10969
C -4.43287 2.23449 -4.35830
C -3.48832 2.67953 -3.34466
N -2.74038 3.03165 -2.54334
H -3.92965 1.57313 -5.06051
H -5.25043 1.70365 -3.87559
H -4.83586 3.08553 -4.90258
C 7.58927 -0.39175 2.39919
C 7.03303 -1.08957 3.54465
N 6.59143 -1.63954 4.45594
H 6.96426 0.46488 2.15177
H 8.59202 -0.04964 2.64375
H 7.64147 -1.05763 1.54123
C 10.15513 -2.02748 5.94688
C 10.40718 -1.54476 4.60025
N 10.59007 -1.21020 3.51411
H 9.75049 -3.03588 5.89784
H 11.08573 -2.04301 6.50986
H 9.43933 -1.37446 6.44186
C -6.59720 2.06661 2.93036
C -5.65920 2.75963 3.79869
N -4.91058 3.30854 4.47933
H -6.05272 1.43351 2.23247
H -7.26428 1.45024 3.52924
H -7.18291 2.79245 2.37052
C 12.06954 -4.09338 1.48910
C 12.11011 -4.43818 2.90079
N 12.14290 -4.66894 4.02718
H 11.71318 -4.94326 0.91092
H 11.39799 -3.24908 1.34342
H 13.06605 -3.82010 1.14928
C -9.95550 0.11973 -5.27500
C -8.99245 0.84008 -4.45810
N -8.21375 1.38226 -3.79760
H -9.43378 -0.60137 -5.90125
H -10.65647 -0.41054 -4.63415
H -10.49726 0.82148 -5.90549
C 4.94397 -1.42595 -1.19622
C 6.37167 -1.25981 -0.97055
N 7.49925 -1.12829 -0.78011
H 4.60005 -0.68468 -1.91476
H 4.73803 -2.42106 -1.58103
H 4.40249 -1.29885 -0.26189
C 0.07423 -1.14292 -1.89118
C 1.14184 -1.96635 -1.34450
N 1.98746 -2.61552 -0.91231
H 0.17045 -1.07886 -2.97292
H -0.89095 -1.58092 -1.64403
H 0.13818 -0.14314 -1.46740
C -5.38457 -1.11211 -10.45180
C -5.56841 -1.94636 -11.63034
N -5.71388 -2.60722 -12.56112
H -5.57691 -0.07112 -10.70087
H -6.06903 -1.41913 -9.66516
H -4.36530 -1.20594 -10.08503
*
```

Computed Mulliken charges, given in elementary charges: C -1.114; C -0.044; N -0.407; Si 0.477; F -0.247; C -0.551; N -0.534; H 0.391; H 0.315; H 0.287; H 0.232; H -0.110; H 0.278; H -0.160; H 0.293; H 0.475; H 0.173; H 0.228; C -0.431; C -0.007; N -0.322; H 0.028; H 0.295; H 0.408; C -0.400; C 0.355; N -0.469; H 0.424; H 0.308; H -0.209; C -0.821; C 0.458; N -0.470; H 0.282; H 0.244; H 0.348; C -0.615; C 0.408; N -0.484; H 0.240; H 0.341; H 0.114; C -0.247; C 0.224; N -0.415; H 0.207; H -0.117; H 0.325; C -0.633; C 0.357; N -0.480; H 0.306; H 0.289; H 0.136; C -0.797; C 0.411; N -0.499; H 0.257; H 0.346; H 0.287; C -0.654; C 0.446; N -0.502; H 0.158; H 0.279; H 0.275; C -0.701; C 0.342; N -0.400; H 0.273; H 0.234; H 0.252; C -0.872; C 0.455; N -0.499; H 0.273; H 0.294; H 0.349; C -0.712; C 0.326; N -0.456; H 0.285; H 0.305; H 0.254; C -0.603; C 0.365; N -0.448; H 0.361; H 0.232; H 0.137; C -0.655; C 0.260; N -0.356; H 0.273; H 0.206; H 0.263